{"formula": "C68H136O34S17", "method": "ωB97M-V/def2-TZVPD", "elements": ["C", "C", "C", "S", "O", "O", "C", "H", "H", "H", "H", "H", "H", "H", "H", "C", "C", "C", "S", "O", "O", "C", "H", "H", "H", "H", "H", "H", "H", "H", "C", "C", "C", "S", "O", "O", "C", "H", "H", "H", "H", "H", "H", "H", "H", "C", "C", "C", "S", "O", "O", "C", "H", "H", "H", "H", "H", "H", "H", "H", "C", "C", "C", "S", "O", "O", "C", "H", "H", "H", "H", "H", "H", "H", "H", "C", "C", "C", "S", "O", "O", "C", "H", "H", "H", "H", "H", "H", "H", "H", "C", "C", "C", "S", "O", "O", "C", "H", "H", "H", "H", "H", "H", "H", "H", "C", "C", "C", "S", "O", "O", "C", "H", "H", "H", "H", "H", "H", "H", "H", "C", "C", "C", "S", "O", "O", "C", "H", "H", "H", "H", "H", "H", "H", "H", "C", "C", "C", "S", "O", "O", "C", "H", "H", "H", "H", "H", "H", "H", "H", "C", "C", "C", "S", "O", "O", "C", "H", "H", "H", "H", "H", "H", "H", "H", "C", "C", "C", "S", "O", "O", "C", "H", "H", "H", "H", "H", "H", "H", "H", "C", "C", "C", "S", "O", "O", "C", "H", "H", "H", "H", "H", "H", "H", "H", "C", "C", "C", "S", "O", "O", "C", "H", "H", "H", "H", "H", "H", "H", "H", "C", "C", "C", "S", "O", "O", "C", "H", "H", "H", "H", "H", "H", "H", "H", "C", "C", "C", "S", "O", "O", "C", "H", "H", "H", "H", "H", "H", "H", "H", "C", "C", "C", "S", "O", "O", "C", "H", "H", "H", "H", "H", "H", "H", "H"], "coordinates": [[-7.408, 0.067, -0.641], [-8.162, 0.416, 0.602], [-7.749, 1.859, 0.970], [-5.981, 1.984, 0.553], [-5.096, 1.815, 1.747], [-5.835, 3.112, -0.393], [-5.929, 0.398, -0.363], [-7.575, 0.721, -1.497], [-7.582, -0.986, -0.866], [-7.898, -0.278, 1.401], [-9.236, 0.421, 0.415], [-7.793, 2.221, 1.997], [-8.229, 2.534, 0.261], [-5.662, -0.428, 0.297], [-5.135, 0.370, -1.109], [-4.264, -2.418, 2.776], [-4.071, -2.938, 4.197], [-3.212, -1.988, 5.035], [-3.684, -0.267, 4.452], [-2.485, 0.476, 4.110], [-4.681, 0.265, 5.373], [-4.545, -0.898, 2.984], [-5.096, -2.867, 2.233], [-3.292, -2.580, 2.310], [-3.816, -3.993, 4.104], [-5.043, -2.865, 4.685], [-2.179, -2.213, 4.772], [-3.434, -2.095, 6.097], [-4.220, -0.288, 2.141], [-5.617, -0.744, 3.106], [-2.746, 2.891, -3.956], [-2.745, 1.463, -3.480], [-1.615, 0.791, -4.211], [-0.222, 2.161, -4.229], [0.632, 2.178, -5.439], [0.501, 2.007, -2.968], [-1.354, 3.549, -4.092], [-3.345, 3.447, -3.235], [-3.211, 2.871, -4.942], [-3.709, 0.960, -3.395], [-2.399, 1.515, -2.448], [-1.791, 0.572, -5.264], [-1.241, -0.102, -3.710], [-1.295, 3.984, -5.090], [-1.123, 4.310, -3.346], [1.887, -3.454, 3.189], [0.648, -3.462, 2.351], [-0.452, -4.154, 3.086], [0.454, -5.508, 3.957], [0.569, -6.572, 2.987], [-0.273, -5.817, 5.211], [2.052, -4.595, 4.231], [1.859, -2.481, 3.680], [2.842, -3.507, 2.667], [0.727, -3.955, 1.382], [0.408, -2.469, 1.971], [-1.327, -4.469, 2.516], [-0.833, -3.579, 3.930], [2.906, -5.270, 4.286], [1.936, -4.109, 5.200], [0.140, 5.915, 6.135], [-1.062, 5.239, 5.582], [-1.693, 4.261, 6.528], [-1.135, 4.850, 8.143], [-1.017, 3.709, 9.059], [-1.976, 5.969, 8.505], [0.477, 5.451, 7.527], [-0.159, 6.963, 6.110], [0.937, 5.950, 5.392], [-0.885, 4.670, 4.669], [-1.772, 6.052, 5.438], [-1.324, 3.260, 6.304], [-2.778, 4.176, 6.578], [1.185, 4.623, 7.558], [0.771, 6.224, 8.235], [-2.127, -5.165, -2.262], [-2.435, -5.465, -0.798], [-3.020, -4.209, -0.086], [-3.860, -3.193, -1.408], [-3.197, -1.891, -1.593], [-5.307, -3.318, -1.294], [-3.387, -4.364, -2.751], [-1.919, -6.039, -2.879], [-1.215, -4.570, -2.254], [-1.586, -5.846, -0.230], [-3.293, -6.133, -0.722], [-2.308, -3.535, 0.390], [-3.792, -4.483, 0.633], [-3.303, -3.721, -3.627], [-4.240, -5.025, -2.900], [-6.020, -2.421, -6.392], [-5.032, -1.548, -5.635], [-5.643, -1.222, -4.275], [-7.364, -0.847, -4.632], [-7.550, 0.605, -4.877], [-8.221, -1.540, -3.662], [-7.406, -1.812, -6.215], [-6.111, -3.452, -6.051], [-5.722, -2.404, -7.440], [-4.716, -0.624, -6.118], [-4.131, -2.116, -5.403], [-5.129, -0.453, -3.698], [-5.757, -2.110, -3.652], [-7.807, -1.172, -7.001], [-8.203, -2.537, -6.050], [3.676, 6.584, -3.699], [3.432, 6.031, -2.346], [1.878, 5.681, -2.290], [1.029, 6.803, -3.496], [0.195, 7.707, -2.699], [0.410, 6.010, -4.594], [2.536, 7.564, -4.038], [3.636, 5.796, -4.450], [4.632, 7.104, -3.759], [3.577, 6.864, -1.659], [4.077, 5.186, -2.102], [1.403, 5.972, -1.353], [1.517, 4.707, -2.621], [2.762, 8.439, -3.428], [2.315, 7.925, -5.042], [1.219, 0.119, -0.547], [1.128, 1.166, 0.553], [0.234, 0.604, 1.623], [-1.211, -0.075, 0.728], [-2.193, 0.959, 0.394], [-1.644, -1.364, 1.292], [-0.156, -0.524, -0.729], [1.798, -0.681, -0.086], [1.706, 0.281, -1.509], [0.622, 2.038, 0.138], [2.115, 1.434, 0.930], [-0.231, 1.270, 2.350], [0.712, -0.164, 2.230], [-0.758, -0.324, -1.616], [-0.056, -1.608, -0.773], [3.375, -3.371, -2.885], [3.575, -4.168, -4.207], [2.548, -3.620, -5.214], [1.089, -2.993, -4.234], [-0.091, -3.846, -4.409], [0.897, -1.578, -4.390], [1.832, -3.318, -2.596], [3.825, -2.385, -2.994], [3.907, -3.830, -2.051], [3.542, -5.229, -3.961], [4.538, -3.973, -4.680], [2.175, -4.490, -5.754], [2.770, -2.896, -5.998], [1.577, -4.354, -2.369], [1.434, -2.622, -1.857], [3.429, 2.677, -3.594], [4.768, 2.474, -4.214], [5.413, 1.233, -3.586], [4.817, 0.977, -1.915], [5.841, 1.334, -0.911], [4.127, -0.300, -1.781], [3.616, 2.362, -2.054], [2.743, 1.953, -4.034], [3.047, 3.678, -3.797], [5.409, 3.355, -4.188], [4.618, 2.285, -5.277], [6.467, 1.039, -3.787], [4.961, 0.395, -4.117], [3.958, 3.194, -1.439], [2.654, 2.164, -1.580], [-2.113, -4.879, -8.438], [-2.687, -3.594, -9.172], [-1.760, -2.353, -8.877], [-0.833, -2.726, -7.329], [-1.362, -1.750, -6.350], [0.603, -2.936, -7.559], [-1.621, -4.368, -7.055], [-1.263, -5.397, -8.882], [-2.849, -5.661, -8.251], [-3.713, -3.386, -8.868], [-2.650, -3.842, -10.233], [-2.302, -1.440, -8.632], [-1.053, -2.286, -9.704], [-2.493, -4.039, -6.491], [-1.038, -4.902, -6.305], [0.534, 1.504, 7.591], [1.763, 0.634, 7.857], [1.520, -0.673, 7.221], [0.957, -0.264, 5.449], [0.137, -1.380, 4.903], [2.179, 0.177, 4.782], [-0.010, 1.137, 6.152], [0.768, 2.569, 7.581], [-0.295, 1.296, 8.268], [1.947, 0.660, 8.931], [2.571, 1.188, 7.380], [0.762, -1.231, 7.770], [2.389, -1.330, 7.187], [-0.989, 0.684, 6.310], [-0.075, 1.843, 5.324], [5.540, -7.515, 1.688], [4.659, -6.272, 1.722], [4.908, -5.427, 0.501], [6.680, -5.612, 0.030], [7.435, -4.448, 0.506], [6.695, -6.109, -1.315], [6.954, -6.998, 1.227], [5.109, -8.258, 1.017], [5.432, -8.018, 2.649], [4.983, -5.761, 2.629], [3.619, -6.598, 1.703], [4.728, -4.363, 0.656], [4.280, -5.709, -0.345], [7.590, -6.463, 1.932], [7.608, -7.673, 0.675], [4.504, 3.211, 2.273], [3.421, 4.216, 1.707], [2.759, 4.913, 2.899], [2.529, 3.581, 4.196], [1.160, 3.057, 4.041], [2.989, 4.047, 5.516], [3.746, 2.417, 3.367], [5.235, 3.838, 2.785], [5.013, 2.539, 1.581], [2.689, 3.674, 1.108], [3.931, 4.993, 1.137], [1.791, 5.349, 2.650], [3.420, 5.625, 3.393], [3.161, 1.652, 2.857], [4.271, 1.935, 4.191], [-2.270, 4.079, -0.266], [-2.931, 5.392, -0.729], [-2.228, 6.534, 0.047], [-1.662, 5.908, 1.709], [-2.797, 6.263, 2.579], [-0.268, 6.240, 2.011], [-1.914, 4.119, 1.218], [-1.340, 3.922, -0.812], [-2.914, 3.208, -0.391], [-4.012, 5.498, -0.644], [-2.794, 5.407, -1.810], [-2.727, 7.445, 0.377], [-1.367, 6.880, -0.525], [-2.644, 3.666, 1.888], [-0.955, 3.616, 1.344], [4.973, -1.404, 3.478], [6.008, -1.797, 2.390], [7.037, -0.716, 2.181], [7.206, 0.102, 3.897], [6.947, 1.510, 3.614], [8.558, -0.327, 4.415], [5.790, -0.779, 4.686], [4.368, -2.282, 3.705], [4.167, -0.783, 3.087], [5.605, -1.901, 1.383], [6.356, -2.772, 2.733], [6.599, -0.006, 1.480], [8.036, -0.876, 1.776], [5.182, -0.071, 5.249], [6.171, -1.516, 5.393]], "e_tot_ev": -326525.127, "e_above_lowest_ev": 1.151, "e_homo_ev": -9.6, "orbital_gap_ha": 0.3482, "total_charge": 0}